Density functional theory data (ωB97M-V/def2-TZVPD) for a 14-piece molecular cluster, C32H60Cl24O6 overall.

Computed properties:
charge: 0
E_LUMO: 0.2 eV
HOMO-LUMO gap: 10.7 eV
HOMO: -0.387 Ha
spin multiplicity: 1

Geometry as XYZ:
```
122
Properties=species:S:1:pos:R:3:forces:R:3
Cl -3.889950 -4.733388 5.489554 -0.4 -0.7 -0.2
Cl -4.150124 1.717026 5.188723 -0.1 0.7 -0.1
Cl -4.520667 -5.504868 -0.022468 0.0 0.0 -0.4
Cl -1.798129 -0.914471 1.173321 -0.9 0.1 0.4
Cl -0.024031 -3.527886 5.387312 -0.1 -0.2 -1.2
Cl -1.131066 2.661131 3.583844 -1.1 -0.2 0.0
Cl -0.221367 5.967514 -2.718272 0.1 -0.2 -0.6
Cl 1.914053 1.409781 -5.840330 -0.2 0.5 0.0
Cl 2.512698 -1.484190 -2.762458 0.4 -0.1 0.7
Cl -1.282027 -4.472733 1.250853 0.5 0.1 -0.4
Cl 6.913321 0.425275 1.938195 0.0 -0.5 0.2
Cl -4.329624 3.837613 -0.502058 -0.1 0.8 0.7
Cl 1.532390 1.433427 1.855846 0.4 0.2 -0.3
Cl 5.952274 1.978521 -0.950521 0.0 -0.4 0.3
Cl 4.166352 7.757090 -2.436760 -0.1 -1.0 0.0
Cl 3.255532 6.101673 -5.061505 -0.1 -0.6 0.8
Cl -4.151960 -2.438163 -1.417641 -1.0 0.0 0.5
Cl -4.055765 -1.974024 3.566412 0.1 -0.4 -0.2
Cl 3.971425 2.201920 4.198572 -0.2 -0.9 -0.4
Cl -2.512323 2.919951 -4.701492 0.1 0.0 0.3
Cl -0.923868 -0.034476 -2.135333 -0.4 -0.1 -0.1
Cl 4.642049 -4.889468 -1.088933 -0.3 -0.3 0.6
Cl 3.235944 -2.296359 0.735587 -0.2 -0.5 0.2
Cl -5.392249 0.682265 0.717941 0.3 0.1 0.4
O 0.640588 2.834615 -1.868942 0.6 0.7 0.1
O -1.382933 -5.852688 -1.702195 -1.7 0.0 0.2
O 0.539965 -4.990243 -2.288955 0.3 -0.8 0.8
O 0.533615 -6.760310 -0.882499 -1.1 0.4 -0.7
O 0.012295 3.660952 0.110217 -0.8 -0.4 -0.8
O 1.980843 4.223944 -0.664275 0.5 0.4 0.1
C -4.433131 -2.029595 5.300454 1.6 0.5 0.9
C -3.721799 -3.124454 6.149068 0.1 1.1 -1.4
C 0.887208 3.558964 -0.940021 -1.4 -1.1 1.2
C 1.985364 0.537861 3.325209 -2.0 1.6 1.3
C 1.894654 4.829382 0.673103 -0.4 -0.7 0.3
C 0.008751 -0.013563 -0.619747 0.8 -0.2 -0.4
C 4.262940 5.934580 -2.527015 2.1 -0.1 0.7
C 2.919499 -4.728236 -0.491144 0.2 -0.1 -2.1
C 0.406944 4.605873 1.092958 0.7 0.8 -1.1
C 3.424516 0.556277 3.632272 1.3 -0.8 -0.2
C -1.107698 -4.511906 3.021340 -1.3 -1.2 0.6
C 1.969604 -0.601741 -4.187871 -1.2 -2.3 -1.8
C -0.390552 -4.326169 -3.105964 -0.8 1.5 -0.3
C -0.101439 -5.988119 -1.560055 2.4 0.8 0.2
C 2.443652 6.202506 0.566129 1.5 0.4 0.5
C 2.805260 -4.081562 0.826823 -1.2 0.6 0.5
C -0.040972 -3.583778 3.531655 0.4 0.7 0.7
C -1.996362 4.217412 -3.569326 0.0 0.0 -0.6
C 3.222546 5.307225 -3.382022 0.5 1.5 -1.5
C -4.791294 -3.958792 0.776509 0.5 1.3 0.5
C -5.361605 -2.821596 -0.064761 0.3 -0.2 -0.4
C -2.690413 2.035545 2.916339 -0.9 -1.0 -0.7
C 6.357128 -0.463087 0.467936 0.1 2.2 -0.5
C -0.343428 -4.952020 -4.495609 -0.1 0.7 0.3
C -1.722233 -4.574186 -2.381621 1.9 -2.1 0.0
C -4.716089 1.226089 -0.864210 -0.2 -1.2 0.2
C 5.329669 0.475238 -0.219157 0.1 -1.8 -0.2
C -3.634079 2.243723 -0.746886 0.3 -0.4 -0.2
C -0.316465 -1.182803 0.269772 -0.2 2.2 0.3
C -0.649502 4.741857 -3.974566 0.0 -0.6 -0.5
C -3.979374 2.545204 3.599035 1.6 -1.1 -0.1
C 2.453044 0.800033 -4.255951 1.4 -0.5 -0.6
H 0.277640 4.124154 2.056016 0.2 0.2 0.1
H 4.005935 0.240178 2.724924 -0.2 0.5 1.1
H -3.113738 2.369665 -1.690744 0.2 -0.6 -0.1
H -0.150001 -3.229927 -3.076904 -0.1 -0.9 -0.3
H -6.337600 -3.124339 -0.483584 0.6 0.3 -0.2
H 3.589433 -0.158853 4.470854 0.2 0.6 -0.6
H 1.440997 1.049967 4.175625 0.4 -0.6 -1.0
H 2.144540 1.424426 -3.436252 -0.2 0.4 0.1
H 2.296431 5.562482 -2.952703 -1.3 -0.1 0.1
H -4.879164 2.369801 3.040570 -0.1 -0.6 -0.5
H -5.596189 1.614565 -1.311670 -0.5 0.4 -0.9
H -5.485362 -2.125436 5.425912 -0.8 0.0 -0.1
H -4.396891 0.301864 -1.360172 0.1 0.4 0.1
H 2.511545 6.671328 1.559325 0.3 -0.3 -0.2
H -0.471870 -1.992502 -0.355364 0.0 -2.0 -0.8
H 1.049090 -0.144606 -0.921395 0.0 0.2 0.0
H 4.223755 5.566532 -1.491923 -0.4 0.1 -0.4
H -1.101582 -5.614672 3.279394 0.5 1.5 0.0
H -2.068076 -4.097047 3.365581 0.4 -0.4 0.1
H -1.024787 -4.486188 -5.224423 0.1 -0.2 0.4
H -2.737980 4.990345 -3.667621 -0.3 0.2 0.3
H -5.458718 -4.144213 1.586745 -0.7 -0.2 0.6
H 4.798544 -0.106691 -0.986012 0.3 0.3 0.0
H 0.442010 -1.291753 1.014019 0.7 -0.4 0.2
H -0.722265 5.161569 -4.977002 0.3 0.5 0.3
H 1.517284 -0.417341 3.168565 0.4 -0.7 0.2
H -3.861961 -3.633792 1.257220 0.0 -0.2 -0.4
H -2.487612 -4.846979 -3.057823 -1.1 0.2 -0.5
H -5.462644 -1.855161 0.477775 0.1 -1.0 -0.1
H 1.001599 -3.732025 3.245329 -0.3 -0.5 0.0
H 1.676581 -4.130923 1.110783 2.2 0.0 -0.1
H 4.612372 0.697503 0.543780 -0.5 0.6 0.3
H 0.865062 -0.802346 -4.237612 1.0 0.9 0.1
H 3.332095 4.264015 -3.600903 0.2 -0.5 0.4
H -3.892408 3.602480 3.620890 0.0 1.0 1.0
H 7.250598 -0.563254 -0.124233 0.2 -0.3 -0.3
H -4.092290 -1.017128 5.618853 -0.4 -0.9 0.2
H -0.209604 5.529378 1.023404 0.3 -0.6 -0.1
H -2.613500 0.937579 2.823485 -0.1 0.5 1.0
H 2.471199 4.204178 1.348222 0.5 -0.1 -0.2
H -2.783478 2.245861 1.855950 0.4 0.9 0.0
H 5.297551 5.665375 -2.815267 -0.6 0.5 -0.3
H -4.134850 -3.085247 7.119985 -0.7 -0.1 1.0
H 2.548511 -4.095252 -1.323705 -0.5 -0.6 0.9
H 3.440104 6.208082 0.037330 -1.0 0.0 1.0
H -1.911511 3.858620 -2.564028 -0.3 -0.5 0.5
H 3.538685 -4.542582 1.503673 -0.7 0.3 0.3
H -0.538784 -6.007497 -4.380486 -0.3 -0.4 -0.2
H -0.319356 -2.574900 3.210142 0.0 -0.1 0.2
H 0.664083 -4.849598 -4.851581 0.5 0.0 -0.4
H -2.003457 -3.885683 -1.624992 -0.2 0.7 0.5
H -2.934646 1.941626 0.041232 0.0 0.4 -0.3
H 2.400703 -5.717576 -0.461126 0.7 0.7 -0.3
H 5.923827 -1.416899 0.711141 -0.2 -0.2 0.2
H 0.056801 3.901688 -4.037122 0.1 0.6 0.5
H 1.826140 6.851779 0.009524 -1.0 0.6 -0.9
H 3.562806 0.723947 -4.351462 -0.8 0.4 0.4
H 2.382806 -1.172211 -5.076567 -0.3 0.7 1.0
H -0.104772 0.958220 -0.177029 -0.2 0.2 0.2
H -2.665289 -2.990175 6.278985 0.5 0.5 -0.3
```
Forces are in eV/Å.

Density functional theory data (ωB97M-V/def2-TZVPD) for C32H60N2O2P3Pb as an isolated structure.

Computed properties:
charge: +3
E_LUMO (spin up / spin down): -11.1 / -10.0 eV
ΔE to the lowest compared entry with this formula, charge and spin: 0.0 kcal/mol
HOMO-LUMO gap (spin up / spin down): 5.2 / 6.3 eV
HOMO (spin up / spin down): -0.601 / -0.599 Ha
spin multiplicity: 1

Geometry as XYZ:
```
100
Properties=species:S:1:pos:R:3:forces:R:3
Pb 0.480904 -0.192242 0.758481 0.1 0.4 0.2
P 3.428960 -0.416064 3.063988 0.1 0.2 0.3
P 1.481387 -0.302028 -1.877153 1.7 0.2 -0.5
P -1.971638 -0.651728 2.074956 -1.3 -0.4 0.5
O 0.854630 -4.077046 0.517711 0.2 3.2 -0.1
O 2.207618 0.231821 2.414823 -0.3 -0.4 -0.4
N -1.435897 -0.966242 -0.884605 -0.5 0.6 -0.8
N -0.311901 1.929907 -0.308161 -1.3 2.0 -5.3
C 2.069588 -1.397797 -4.427886 0.3 0.2 -0.7
C 3.614168 -2.166935 2.724673 0.0 -0.1 0.0
C 4.182710 0.496529 -2.507481 0.2 -0.2 -0.1
C -3.568345 -1.892300 -1.469962 -0.3 0.1 0.2
C -0.621910 4.695293 -2.079134 0.4 0.6 0.1
C -3.438039 -1.436004 -2.784281 -0.1 0.2 0.5
C -0.613400 2.366339 -1.402563 0.5 -1.0 5.5
C 4.970420 0.337735 2.576253 0.2 0.1 -0.2
C -2.342364 -0.660230 -3.129836 0.9 -0.2 0.7
C 0.898066 -2.933567 0.476890 -0.2 -3.6 0.4
C -2.826304 -1.848619 0.967379 0.2 -0.5 -0.9
C 1.848274 -1.824693 -2.971592 0.0 -0.3 0.5
C 3.057694 -2.547490 -2.364206 0.4 -0.3 0.0
C -4.289479 0.656913 3.125311 0.0 -0.1 0.1
C 2.795604 1.084222 -2.207511 -0.1 -0.2 0.3
C -1.140757 2.909632 -3.828102 0.0 0.0 -0.2
C 2.277674 1.950576 -3.348999 0.1 0.3 -0.2
C 2.960665 1.952159 -0.950082 0.0 0.1 0.4
C -3.139929 0.848984 2.125960 0.4 0.2 -0.1
C -1.310478 -0.482048 -2.170932 0.4 -0.2 0.1
C -3.748322 1.076902 0.730611 0.2 -0.2 -0.2
C -2.591047 -1.552896 -0.530652 0.4 0.0 0.3
C 0.646809 -2.774577 -2.902451 -0.2 -0.2 -0.1
C -2.255319 2.045649 2.503395 0.0 0.2 0.1
C -1.794751 -1.552339 3.719563 0.3 0.3 -0.1
C -0.046342 0.174503 -2.541645 -2.0 -0.7 -1.4
C -0.790042 -2.699783 3.524102 0.1 -0.1 0.0
C -1.247576 -0.535046 4.735271 0.1 0.1 0.2
C 3.394747 -0.276566 4.842069 0.0 -0.1 0.1
C -2.791717 3.217783 -1.995496 -0.3 -0.1 0.4
C -1.297882 3.332449 -2.354169 0.4 -0.7 -0.5
C -3.113649 -2.174824 4.191238 -0.4 0.0 0.1
H -4.437962 0.265798 0.449842 0.2 0.3 0.0
H 3.146035 -3.541559 -2.846696 0.0 0.5 0.3
H 1.334389 2.430243 -3.042948 0.5 -0.1 -0.2
H 2.077817 -2.334897 -5.041723 0.0 0.7 0.4
H 0.203058 -2.353420 3.203895 -0.1 0.0 0.1
H -1.060598 -1.046472 5.690914 -0.1 0.1 -0.2
H -0.665099 -3.214163 4.490845 0.0 0.2 -0.3
H -0.010498 0.555869 -3.580475 -0.1 0.1 0.8
H -3.920629 -1.826784 1.178178 0.7 0.0 -0.1
H -4.222850 -1.613800 -3.501716 0.0 -0.2 -0.1
H 0.339557 -2.972749 -1.868545 -0.1 0.0 -0.3
H -1.152652 -3.444225 2.802252 0.1 0.1 0.2
H -1.036728 5.135770 -1.137837 0.5 -0.3 -0.7
H 4.533426 -2.481488 3.242156 -0.3 -0.1 -0.2
H -3.861962 -1.435496 4.504500 0.3 -0.3 -0.1
H -2.172119 -0.299704 -4.137976 -0.3 0.0 0.1
H 4.518210 -0.173892 -1.699040 -0.1 0.3 -0.3
H -2.963912 1.173418 -0.037975 -0.3 0.0 0.2
H -0.294423 -0.092380 4.400039 -0.2 -0.1 0.1
H 3.116278 0.748105 5.122418 0.2 -0.3 0.0
H -3.558021 -2.824789 3.421012 0.1 0.1 0.3
H 0.955979 -3.737626 -3.333021 -0.1 0.3 0.1
H 2.765602 -2.737336 3.122770 0.2 0.1 0.0
H -0.863575 5.386334 -2.934787 0.3 -0.6 0.9
H -1.953167 0.284075 4.938483 0.2 -0.3 -0.1
H 5.223726 0.080989 1.536353 0.0 0.1 0.3
H -4.873535 -0.249213 2.904538 0.1 0.3 0.1
H -0.081849 2.841025 -4.101569 -0.4 0.2 -0.2
H -2.891731 -2.803454 5.069030 -0.1 0.2 -0.3
H -1.528437 2.277123 1.712339 -0.2 0.0 0.2
H 3.755002 2.697195 -1.147535 -0.4 -0.3 0.1
H -1.705065 1.881504 3.434408 -0.1 0.1 -0.1
H 4.899025 1.430378 2.678799 0.1 -0.3 0.0
H 3.721817 -2.357277 1.649369 0.1 0.0 0.2
H 3.009941 2.753631 -3.559656 -0.3 -0.4 0.1
H 5.740061 -0.060004 3.260772 -0.1 0.3 -0.4
H -3.949167 0.638546 4.168900 -0.1 0.0 -0.3
H -4.332966 2.011769 0.749587 0.2 -0.3 0.0
H -2.890717 2.925034 2.651386 0.1 -0.1 0.0
H 2.125778 1.381023 -4.281417 0.0 0.3 0.3
H 4.002558 -2.006428 -2.538143 -0.5 -0.4 0.2
H -2.951443 3.366198 -0.909854 0.0 0.0 -0.6
H 4.908456 1.327558 -2.560753 -0.4 -0.3 0.0
H 2.919155 -2.710349 -1.273342 0.2 0.0 -0.6
H 3.276905 1.361343 -0.072081 -0.1 0.2 -0.3
H 0.517813 4.584572 -1.991370 -1.7 0.3 -0.2
H -1.626517 3.661863 -4.487702 0.3 -0.5 0.5
H -2.474487 -2.884242 1.170350 -0.2 0.6 0.0
H -1.613855 1.923056 -3.985854 0.1 0.6 -0.1
H -4.971999 1.514668 3.019551 0.2 -0.2 0.0
H 3.050070 -0.886249 -4.599978 -1.0 -0.5 0.1
H -0.217055 -2.414851 -3.476146 0.3 -0.1 0.2
H 2.670992 -0.984629 5.271488 0.3 0.2 0.0
H -3.149634 2.201778 -2.288255 0.1 0.8 0.3
H 4.242465 -0.029576 -3.470016 0.0 0.2 0.5
H 4.415454 -0.515912 5.185122 -0.5 0.1 0.2
H 1.245210 -0.744710 -4.815851 0.7 -0.7 0.3
H 2.045846 2.494999 -0.681951 0.3 -0.1 -0.1
H -4.432984 -2.474590 -1.113282 0.4 0.4 -0.5
H -3.377813 3.972070 -2.547579 0.3 -0.3 0.2
```
Forces are in eV/Å.